# 1
C25H43N2O6 | ωB97M-V with the def2-TZVPD basis set

## Properties
E_HOMO ... -0.416 Ha
Relative energy (zero: lowest compared OMol25 entry of this formula, charge and spin) ... 9.7 kcal/mol
Total energy ... -41877.1321 eV
F_max ... 1.956 eV Å⁻¹
LUMO ... -3.12 eV

Geometry as ORCA input:
```
! wB97M-V def2-TZVPD RIJCOSX def2/J DEFGRID3
* xyz 1 1
O 2.446 -2.045 7.820
O 0.928 -4.340 3.068
O 4.918 -1.297 -0.912
O 2.451 -2.163 3.133
O 0.989 -4.268 7.759
O -4.042 -0.524 -2.643
N -1.567 2.198 -2.994
N 0.833 1.768 0.723
C 4.346 -1.506 0.367
C -2.049 1.271 -0.245
C -1.035 3.096 -1.892
C -6.181 -1.510 -2.014
C -1.624 0.258 -1.321
C 2.122 -2.609 4.221
C -1.605 -0.728 1.290
C -3.521 0.715 -2.980
C -0.091 2.880 0.524
C 1.291 -3.807 6.677
C 4.358 -0.177 -1.572
C 2.123 -2.557 6.639
C 1.270 -3.842 4.256
C -0.325 -1.120 1.366
C 1.510 1.158 -2.564
C 0.885 -4.401 5.408
C -1.300 2.648 -0.418
C -5.089 -0.510 -1.673
C -2.100 0.711 1.197
C 2.789 0.668 -3.314
C 2.510 -2.002 5.483
C 0.391 3.563 -2.270
C 1.612 2.636 -2.161
C 3.347 -0.596 -2.625
C -2.005 0.801 -2.679
H 3.252 -1.546 0.273
H -2.342 2.656 -3.479
H 3.582 1.411 -3.279
H -1.597 4.017 -2.019
H -1.584 1.303 1.952
H -2.031 3.351 -0.016
H -2.224 -0.639 -1.187
H 0.426 3.805 0.278
H 0.025 -1.876 0.666
H 3.110 -1.104 5.444
H -4.011 1.570 -2.497
H -4.680 -0.794 -0.696
H 3.869 -1.225 -3.344
H -7.029 -1.275 -1.374
H 1.452 0.500 -1.703
H 4.700 -2.442 0.781
H 0.724 1.405 1.656
H 0.577 4.452 -1.676
H 5.183 0.361 -2.042
H 2.389 3.072 -2.785
H 2.513 0.398 -4.330
H -3.140 0.668 1.520
H -0.591 -0.060 -1.259
H 2.023 2.708 -1.158
H 0.693 1.008 0.078
H -2.372 -1.499 1.251
H -1.552 0.144 -3.421
H -0.534 3.082 1.499
H -3.641 0.860 -4.062
H -5.865 -2.539 -1.890
H 0.325 3.942 -3.297
H 0.409 -0.730 2.063
H -5.564 0.465 -1.549
H 1.338 -3.753 2.404
H 2.559 -1.194 -2.165
H 0.672 0.895 -3.213
H -6.524 -1.306 -3.027
H 0.273 -5.291 5.445
H -0.840 2.153 -3.710
H 3.906 0.486 -0.822
H 2.046 -2.636 8.489
H -3.085 1.503 -0.496
H 4.573 -0.675 1.041
*
```

# 2
C6H20BrO4 | ωB97M-V with the def2-TZVPD basis set

## Properties
E_HOMO ... -0.203 Ha
Relative energy (zero: lowest compared OMol25 entry of this formula, charge and spin) ... 0.0 kcal/mol
Total energy ... -84781.2847 eV
F_max ... 0.620 eV Å⁻¹
LUMO ... 3.50 eV

Geometry as ORCA input:
```
! wB97M-V def2-TZVPD RIJCOSX def2/J DEFGRID3
* xyz -1 1
Br -0.506 -1.777 0.223
O 2.548 -0.347 0.262
O -0.110 1.145 1.917
O -2.539 -0.481 -2.142
O 1.730 -3.128 2.433
C -3.220 1.467 -3.287
C -0.772 0.962 -2.952
C 0.963 1.062 2.833
C 2.491 0.815 -0.535
C 1.058 -3.069 3.663
C -2.170 0.881 -2.356
H -1.933 -0.830 -1.462
H 1.104 -2.831 1.754
H -0.481 1.994 -3.173
H 2.037 0.610 -1.509
H -2.252 1.413 -1.400
H -0.750 0.354 -3.854
H -2.924 2.473 -3.591
H 0.567 -2.100 3.825
H 1.904 0.805 2.340
H 3.515 1.162 -0.681
H 0.775 0.324 3.628
H 0.288 -3.849 3.765
H 1.930 1.625 -0.048
H -3.338 0.836 -4.170
H -0.037 0.590 -2.234
H 1.795 -3.208 4.457
H 1.055 2.037 3.315
H -4.184 1.515 -2.779
H -0.192 0.272 1.493
H 1.649 -0.723 0.264
*
```

# 3
C7H17N2O3S | ωB97M-V with the def2-TZVPD basis set

## Properties
E_HOMO (alpha / beta) ... -0.423 / -0.533 Ha
Expectation value of S² ... 2.01
Relative energy (zero: lowest compared OMol25 entry of this formula, charge and spin) ... 0.0 kcal/mol
Total energy ... -27479.0834 eV
F_max ... 5.244 eV Å⁻¹
LUMO (alpha / beta) ... -2.27 / -6.69 eV

Geometry as ORCA input:
```
! wB97M-V def2-TZVPD RIJCOSX def2/J DEFGRID3
* xyz 1 3
S -1.776 0.130 0.241
O -2.435 0.726 -0.836
O -3.880 0.101 1.059
O -1.850 -2.042 -0.062
N -5.423 0.902 -0.466
N -0.044 0.323 0.169
C 0.638 0.077 -1.134
C 0.700 -1.387 -1.606
C 1.912 -0.736 1.498
C 0.013 1.738 0.573
C 0.435 -0.759 1.165
C -4.756 0.449 0.369
C -0.363 2.691 -0.569
H 1.523 -2.035 -1.256
H 1.068 -1.209 -2.677
H -0.289 -1.908 -1.734
H 2.528 -0.823 0.565
H 2.069 -1.557 2.178
H 0.345 -1.713 0.666
H 0.043 0.501 -1.937
H -6.168 1.096 -1.111
H 2.355 0.094 1.965
H 1.670 0.361 -1.292
H 0.318 3.490 -0.881
H -0.701 2.370 -1.463
H -2.752 -2.291 -0.068
H -0.302 -0.631 1.950
H 1.001 2.078 0.893
H -0.672 1.865 1.378
H -1.230 3.205 -0.209
*
```

# 4
C6H6Cl2 | ωB97M-V with the def2-TZVPD basis set

## Properties
E_HOMO (alpha / beta) ... -0.298 / -0.293 Ha
Relative energy (zero: lowest compared OMol25 entry of this formula, charge and spin) ... 80.1 kcal/mol
Total energy ... -31360.1527 eV
F_max ... 4.331 eV Å⁻¹
LUMO (alpha / beta) ... -0.99 / -1.32 eV

Geometry as ORCA input:
```
! wB97M-V def2-TZVPD RIJCOSX def2/J DEFGRID3
* xyz 0 1
Cl -3.617 -0.512 -0.266
Cl 2.596 -1.310 -0.478
C -2.078 -1.032 0.354
C 1.514 0.148 0.330
C 0.438 -0.432 1.086
C -0.568 0.636 -0.728
C -0.815 -0.323 0.230
C 0.923 0.994 -0.802
H 2.235 0.603 1.093
H 1.268 1.079 -1.858
H 0.382 -1.280 1.741
H 1.177 2.043 -0.441
H -1.319 1.000 -1.453
H -2.139 -1.615 1.191
*
```

# 5
C26H62O7Si2 | ωB97M-V with the def2-TZVPD basis set

## Properties
E_HOMO ... -0.294 Ha
Total energy ... -58041.1486 eV
F_max ... 5.355 eV Å⁻¹
LUMO ... 0.19 eV

Geometry as ORCA input:
```
! wB97M-V def2-TZVPD RIJCOSX def2/J DEFGRID3
* xyz 0 1
Si 1.381 -5.407 5.132
Si 1.580 -2.491 5.110
O 0.477 -3.872 5.025
O 3.907 4.436 -3.072
O -0.852 4.777 4.987
O 1.467 3.552 -6.066
O 5.932 3.342 -0.816
O -4.988 -3.073 -0.469
O 6.410 2.408 2.113
C -4.693 0.406 -0.001
C -2.272 1.922 2.624
C -0.493 -4.504 1.756
C 3.214 1.237 -3.455
C -4.582 -0.008 -2.735
C -0.371 -3.298 0.616
C -3.371 0.952 -5.032
C 0.919 -6.370 3.482
C 1.926 0.379 -4.054
C -3.600 1.141 -3.388
C 0.860 0.417 4.778
C -5.441 0.550 -1.452
C -0.750 2.028 3.204
C 2.548 -3.526 0.664
C 3.104 1.579 -1.856
C -3.292 1.253 0.139
C -1.842 1.563 -5.324
C 0.485 1.184 -3.876
C 0.059 0.614 3.356
C -0.644 0.502 -4.889
C 0.483 -0.959 5.585
C 2.425 -4.721 1.784
C 0.905 -5.181 2.307
C -2.549 0.746 1.528
C 1.254 -1.627 -0.947
C 1.134 -2.851 0.139
H 1.052 -6.170 6.335
H -0.621 5.463 5.631
H 3.815 2.508 -1.614
H -3.040 1.795 3.507
H 2.564 -2.728 6.195
H 0.523 1.318 5.485
H -5.429 0.840 0.821
H 4.573 4.895 -2.538
H -3.404 2.415 0.052
H -1.543 -4.885 2.175
H -6.436 -0.096 -1.382
H 1.745 -7.169 3.214
H -0.821 2.632 4.232
H -4.165 1.645 -5.556
H 2.364 -1.471 -1.350
H 4.163 0.575 -3.644
H 6.232 2.602 -1.366
H -0.090 0.047 -5.821
H -0.141 -6.870 3.559
H -2.516 1.168 -2.930
H 3.413 -5.222 2.200
H 5.937 2.982 0.083
H -0.584 -0.352 3.192
H -1.158 -0.373 -4.277
H 3.295 2.264 -4.053
H 2.094 0.119 -5.207
H 1.388 3.157 -6.947
H 0.092 1.208 -2.773
H 3.620 -3.215 0.303
H -4.199 -3.586 -0.236
H 1.839 -0.658 -3.507
H -1.344 -2.777 0.171
H -0.623 -1.242 5.284
H -3.480 -0.170 -5.361
H -5.773 1.654 -1.668
H -0.132 2.730 2.478
H -4.024 -1.020 -2.494
H 2.322 -2.251 3.863
H -4.537 -0.750 0.222
H 5.713 2.034 2.673
H -1.632 5.134 4.536
H 0.704 2.293 -4.249
H 0.613 -1.902 -1.912
H 3.468 0.620 -1.262
H 2.036 0.552 4.661
H -1.619 0.123 1.194
H 7.199 1.896 2.347
H -1.723 1.917 -6.442
H 2.384 3.371 -5.810
H -4.078 2.204 -3.134
H -2.606 0.912 -0.768
H 0.614 -0.773 6.732
H -1.731 2.488 -4.585
H -2.544 2.955 2.103
H 0.889 0.611 2.498
H 3.242 5.117 -3.253
H -5.377 -0.276 -3.575
H -5.684 -3.447 0.091
H 2.844 -5.166 5.056
H 1.983 1.834 -1.566
H -3.299 -0.028 2.043
H 0.900 -0.585 -0.554
*
```

# 6
C14H10O6 | ωB97M-V with the def2-TZVPD basis set

## Properties
E_HOMO ... -0.280 Ha
SMILES ... O=C1c2c(O)ccc(O)c2C(=O)[C@H]2C(O)=CC=C(O)[C@@H]12
Relative energy (zero: lowest compared OMol25 entry of this formula, charge and spin) ... 70.0 kcal/mol
Total energy ... -26962.0830 eV
F_max ... 5.744 eV Å⁻¹
LUMO ... -0.76 eV

Geometry as ORCA input:
```
! wB97M-V def2-TZVPD RIJCOSX def2/J DEFGRID3
* xyz 0 1
O 0.210 1.428 2.413
O 1.040 0.449 -3.285
O 1.730 -3.507 0.636
O -3.136 2.324 -0.144
O 1.467 -1.277 -1.461
O -2.693 0.235 1.305
C -0.536 -0.801 1.440
C -1.699 2.518 -2.038
C 1.320 -2.313 0.968
C -1.605 -0.061 0.758
C 0.366 -1.107 -0.936
C 0.064 0.913 -2.513
C -0.644 2.062 -2.904
C -2.029 1.811 -0.841
C 2.216 -1.647 1.796
C 0.488 0.163 2.022
C -0.239 0.276 -1.249
C 1.789 -0.335 2.235
C -1.287 0.746 -0.443
C 0.043 -1.770 0.417
H -0.895 -1.307 2.375
H -0.392 2.490 -3.843
H -3.481 1.642 0.417
H 2.623 -3.389 0.184
H 2.689 0.153 2.632
H -2.303 3.467 -2.344
H 0.990 1.959 2.684
H -0.618 -2.544 0.272
H 3.042 -2.179 2.314
H 1.479 -0.400 -2.866
*
```

# 7
C18H14N2O2 | ωB97M-V with the def2-TZVPD basis set

## Properties
E_HOMO ... -0.290 Ha
SMILES ... O=C1c2ccccc2-c2onc3ccc(N4CCCC4)c1c23
Relative energy (zero: lowest compared OMol25 entry of this formula, charge and spin) ... 85.9 kcal/mol
Total energy ... -25964.3309 eV
F_max ... 6.785 eV Å⁻¹
LUMO ... -1.14 eV

Geometry as ORCA input:
```
! wB97M-V def2-TZVPD RIJCOSX def2/J DEFGRID3
* xyz 0 1
O -1.043 -0.705 -1.829
O 2.528 -2.407 1.773
N 2.270 -1.404 2.834
N -1.050 1.850 -0.032
C -1.837 4.145 0.389
C -2.911 3.021 0.746
C 1.436 -3.793 -3.097
C 0.702 0.437 2.935
C -0.109 -0.963 -1.083
C 2.421 -3.775 -0.974
C 1.010 -1.043 1.108
C 0.124 -0.405 0.330
C 1.662 -2.633 -0.544
C 0.818 -2.042 -1.531
C -0.182 1.141 2.176
C 2.306 -4.296 -2.233
C 1.760 -2.089 0.777
C 0.664 -2.730 -2.741
C -2.500 1.871 -0.106
C -0.554 3.308 0.034
C -0.416 0.849 0.754
C 1.348 -0.643 2.341
H 1.152 0.810 3.838
H -0.499 2.133 2.382
H -2.718 1.986 -1.161
H 0.172 3.436 0.757
H -2.878 2.822 1.864
H 2.919 -5.144 -2.558
H -1.651 4.619 1.328
H -0.175 -2.490 -3.490
H -4.019 3.365 0.541
H -2.877 1.013 0.241
H 1.343 -4.331 -4.013
H 3.177 -4.209 -0.382
H -0.159 3.486 -0.992
H -2.236 4.811 -0.380
*
```

# 8
C4H12 | ωB97M-V with the def2-TZVPD basis set

## Properties
E_HOMO ... -0.402 Ha
SMILES ... CC.CC
Relative energy (zero: lowest compared OMol25 entry of this formula, charge and spin) ... 35.2 kcal/mol
Total energy ... -4341.0016 eV
F_max ... 3.385 eV Å⁻¹
LUMO ... 1.12 eV

Geometry as ORCA input:
```
! wB97M-V def2-TZVPD RIJCOSX def2/J DEFGRID3
* xyz 0 1
C -0.287 1.612 -1.862
C 0.172 -1.494 1.995
C -0.811 0.155 -1.600
C 0.832 -0.205 1.451
H 0.729 1.222 -2.356
H 0.442 0.318 0.560
H 0.175 -1.573 3.096
H 1.866 -0.603 1.204
H -0.841 -1.441 1.851
H -0.896 2.252 -2.476
H -0.167 2.121 -0.882
H 0.534 -2.359 1.551
H -0.297 -0.598 -2.320
H -0.445 -0.050 -0.563
H -1.905 0.091 -1.805
H 0.899 0.553 2.157
*
```

# 9
C8H18OSi | ωB97M-V with the def2-TZVPD basis set

## Properties
E_HOMO (alpha / beta) ... -0.256 / -0.255 Ha
Relative energy (zero: lowest compared OMol25 entry of this formula, charge and spin) ... 168.3 kcal/mol
Total energy ... -18505.8746 eV
F_max ... 4.048 eV Å⁻¹
LUMO (alpha / beta) ... -2.09 / -2.10 eV

Geometry as ORCA input:
```
! wB97M-V def2-TZVPD RIJCOSX def2/J DEFGRID3
* xyz 0 1
Si -0.106 0.581 -0.280
O 1.673 1.938 2.517
C 2.266 -0.167 -1.762
C -0.409 -0.050 -2.052
C -1.377 -1.529 1.014
C -1.395 0.812 2.255
C -0.558 -0.273 1.412
C -1.159 0.543 -3.181
C 0.687 -0.616 2.223
C 0.986 0.640 -1.795
H 1.169 0.305 2.568
H -0.789 1.613 2.611
H -1.822 -1.420 0.001
H 2.519 1.657 2.335
H -0.735 1.515 -3.552
H -2.097 -1.651 1.805
H 1.212 -1.411 1.665
H 0.267 -1.143 3.097
H -0.690 -2.295 0.857
H -2.244 0.482 -3.067
H -1.028 -0.139 -3.996
H 3.120 0.379 -1.311
H 1.959 -1.137 -1.355
H 0.821 1.626 -2.301
H -1.902 0.178 3.160
H -2.369 1.212 1.813
H -0.598 -1.134 -1.960
H 2.601 -0.515 -2.722
*
```

# 10
H13O6 | ωB97M-V with the def2-TZVPD basis set

## Properties
E_HOMO ... -0.444 Ha
Relative energy (zero: lowest compared OMol25 entry of this formula, charge and spin) ... 203.4 kcal/mol
Total energy ... -12481.7052 eV
F_max ... 9.141 eV Å⁻¹
LUMO ... -4.14 eV

Geometry as ORCA input:
```
! wB97M-V def2-TZVPD RIJCOSX def2/J DEFGRID3
* xyz 1 1
O 0.201 0.195 -2.357
O 1.180 -1.664 0.241
O -0.194 0.518 1.894
O -1.299 -0.352 -0.125
O 0.308 2.130 0.716
O 0.638 0.199 -0.354
H -0.570 0.652 -2.692
H -1.757 -0.684 -0.897
H 0.703 -0.035 -3.139
H -1.723 -0.791 0.613
H -0.423 2.164 0.099
H 1.742 -1.726 1.013
H -0.302 0.261 -0.171
H 0.931 -0.643 0.001
H 0.431 -2.224 0.443
H 0.357 0.182 2.601
H -1.058 0.144 2.065
H 0.780 0.215 -1.303
H 0.055 1.460 1.351
*
```

# 11
C16H32O17S2 | ωB97M-V with the def2-TZVPD basis set

## Properties
E_HOMO ... -0.363 Ha
Relative energy (zero: lowest compared OMol25 entry of this formula, charge and spin) ... 258.0 kcal/mol
Total energy ... -73575.0297 eV
F_max ... 5.208 eV Å⁻¹
LUMO ... 0.34 eV

Geometry as ORCA input:
```
! wB97M-V def2-TZVPD RIJCOSX def2/J DEFGRID3
* xyz 0 1
S 34.161 25.959 1.982
S 32.118 24.613 -3.883
O 32.394 25.738 -5.106
O 37.369 26.473 1.622
O 32.352 27.403 -1.571
O 33.412 25.241 -2.992
O 28.198 27.391 -1.128
O 38.011 28.685 1.346
O 32.495 23.252 -4.346
O 32.516 25.562 2.048
O 28.182 28.937 -2.778
O 32.508 27.671 -3.915
O 37.223 27.339 -0.437
O 27.133 27.118 -3.116
O 30.784 24.749 -3.235
O 34.817 25.806 3.270
O 30.581 27.749 -2.692
O 34.506 24.600 1.099
O 34.295 27.198 1.192
C 34.464 25.780 -3.767
C 32.322 24.225 1.872
C 28.808 30.004 -2.000
C 33.762 27.254 -1.229
C 34.455 28.655 -1.239
C 33.779 26.183 -5.149
C 36.494 24.095 2.441
C 27.821 27.794 -2.207
C 29.486 30.801 -3.139
C 33.719 23.590 1.618
C 37.585 27.628 0.880
C 36.911 28.460 -1.149
C 31.882 27.545 -2.856
C 26.551 25.891 -2.791
C 36.794 25.187 1.301
C 29.672 27.500 -3.676
H 35.013 24.854 -3.940
H 33.876 29.236 -0.521
H 25.949 25.980 -1.886
H 29.625 31.791 -2.704
H 28.821 26.963 -3.258
H 36.176 28.169 -1.900
H 35.808 25.495 0.954
H 34.247 26.527 -1.882
H 29.337 28.417 -4.161
H 31.554 24.175 1.101
H 30.540 30.549 -3.264
H 30.127 26.862 -4.433
H 36.596 29.249 -0.466
H 33.723 27.271 -5.185
H 28.851 31.040 -3.991
H 33.692 22.651 1.065
H 27.961 30.551 -1.587
H 27.337 25.154 -2.625
H 37.806 28.861 -1.624
H 34.310 25.988 -6.081
H 34.299 23.323 2.501
H 29.470 29.730 -1.178
H 34.520 29.185 -2.189
H 35.178 26.436 -3.270
H 33.807 26.777 -0.250
H 35.856 24.390 3.274
H 37.421 24.755 0.520
H 25.913 25.609 -3.629
H 37.437 23.903 2.952
H 31.974 23.878 2.845
H 35.427 28.509 -0.767
H 36.363 23.081 2.063
*
```

# 12
C4H11NO | ωB97M-V with the def2-TZVPD basis set

## Properties
E_HOMO ... -0.330 Ha
SMILES ... C[C@@H](N)CCO
Relative energy (zero: lowest compared OMol25 entry of this formula, charge and spin) ... 22.9 kcal/mol
Total energy ... -7863.5612 eV
F_max ... 1.246 eV Å⁻¹
LUMO ... 0.99 eV

Geometry as ORCA input:
```
! wB97M-V def2-TZVPD RIJCOSX def2/J DEFGRID3
* xyz 0 1
O -1.361 -1.045 -1.833
N 1.623 0.162 -0.310
C -0.642 -0.505 0.484
C 0.282 1.768 0.972
C -0.953 -1.581 -0.571
C 0.268 0.604 -0.001
H 0.644 1.553 1.980
H -0.710 2.220 1.041
H -1.748 -2.234 -0.234
H 2.351 0.453 0.320
H -0.138 -1.065 1.236
H 0.899 2.582 0.575
H -0.117 1.038 -0.931
H -0.044 -2.181 -0.684
H -1.533 -0.113 0.953
H 1.748 -0.774 -0.653
H -0.568 -0.882 -2.344
*
```

Q: Number 10 is which compound?
A: H13O6